DFT (ωB97M-V with the def2-TZVPD basis set) results for one molecule with the formula C11H22O2.

Values from the calculation:
* SMILES: CCCCCCCCCCC(=O)O
* highest occupied orbital energy: -10.35 eV
* energy above the lowest of the compared OMol25 structures with the same formula, charge and spin: 15.20 kJ/mol
* DFT total energy: -15859.89426 eV
* charge: 0

Last column: Mulliken charge in e.
Cartesian coordinates (Å):
O: 4.6666 -2.0452 -0.1899  -0.5651
O: 5.8448 -0.3288 0.6031  -0.4425
C: -5.0645 -0.3561 0.0986  -1.2000
C: 2.9542 0.6285 0.6761  -0.6510
C: 0.8761 1.3149 -0.6889  -0.7069
C: 4.7971 -0.8597 -0.0440  0.2774
C: -2.7257 -1.1463 0.7269  -0.6811
C: -1.2474 -0.0070 -1.0549  -0.7587
C: -3.7917 -0.0607 0.8839  -0.3401
C: -0.0274 0.2026 -0.1593  -0.1460
C: -2.0878 -1.2237 -0.6619  -0.7893
C: 3.8302 0.1958 -0.5075  -0.2552
C: 1.9631 1.7317 0.3035  -0.9334
H: 1.4805 2.0782 1.2209  0.3622
H: -0.9055 -0.1482 -2.0836  0.4358
H: 2.4177 -0.2396 1.0605  0.2943
H: -1.4496 -2.1100 -0.6942  0.3493
H: 4.3885 1.0540 -0.8820  0.3406
H: -1.9421 -0.9845 1.4693  0.2735
H: -3.1854 -2.1130 0.9483  0.4224
H: 2.5182 2.5755 -0.1133  0.3972
H: -2.8713 -1.3633 -1.4088  0.3225
H: -5.4760 -1.3198 0.3916  0.2922
H: -4.0464 0.0177 1.9438  0.3471
H: -0.3515 0.4679 0.8488  0.2371
H: 6.4370 -1.0276 0.9220  0.3419
H: 3.2139 -0.2247 -1.3002  0.2923
H: 0.5302 -0.7340 -0.1007  0.2555
H: -5.8141 0.4082 0.2933  0.3652
H: 0.2611 2.1934 -0.9014  0.4492
H: -4.8714 -0.3772 -0.9705  0.3019
H: 3.6042 1.0007 1.4709  0.4054
H: 1.3269 1.0023 -1.6327  0.2445
H: -1.8645 0.8932 -1.0419  0.2212
H: -3.3881 0.9047 0.5744  0.2405

Atomic forces in eV per Å
O -0.1 -0.2 0.0
O 0.4 0.5 0.3
C 0.2 0.2 0.1
C 0.0 0.2 -0.1
C 0.0 0.0 0.3
C -0.1 -0.3 -0.3
C 0.0 0.1 -0.1
C 0.1 -0.3 0.2
C 0.0 -0.2 0.0
C -0.1 0.2 -0.4
C 0.0 0.1 0.1
C 0.0 -0.1 0.3
C 0.0 -0.1 -0.1
H 0.0 0.1 0.0
H 0.0 0.1 -0.1
H 0.0 0.0 0.1
H 0.0 -0.1 -0.1
H 0.0 0.0 -0.1
H 0.0 -0.1 0.1
H 0.0 0.0 0.1
H 0.0 0.1 0.1
H 0.0 -0.1 -0.1
H -0.1 -0.1 0.0
H 0.0 0.1 0.0
H 0.0 -0.1 0.1
H -0.3 -0.1 -0.2
H 0.1 0.0 0.0
H 0.0 -0.1 0.1
H -0.1 0.0 -0.1
H 0.0 0.0 -0.1
H -0.1 0.0 -0.1
H 0.0 -0.1 0.0
H 0.0 0.0 -0.1
H 0.0 0.1 -0.1
H 0.0 0.1 0.1

DFT (ωB97M-V with the def2-TZVPD basis set) results for one molecule with the formula C5H8O2.

Values from the calculation:
* highest occupied orbital energy (spin up / spin down): -8.29 / -7.73 eV
* energy above the lowest of the compared OMol25 structures with the same formula, charge and spin: 427.87 kJ/mol
* DFT total energy: -9405.39758 eV
* charge: 0

Last column: Mulliken charge in e.
Cartesian coordinates (Å):
O: 1.5789 -0.6530 0.7189  -0.5846
O: -0.4796 -1.9358 0.9349  -0.7259
C: 0.8440 0.4446 -1.3506  -1.3179
C: 0.4959 -0.0128 0.0389  0.7604
C: -1.9513 -0.3325 -0.0977  -1.0207
C: -0.7608 -0.8987 0.2597  0.8983
C: 0.4347 0.9485 1.1063  -0.6607
H: 0.0878 0.6122 2.0784  0.3104
H: 1.7514 1.0579 -1.3436  0.3780
H: 1.0309 -1.4702 1.0649  0.5135
H: 1.0134 -0.4283 -1.9852  0.3102
H: 0.0197 1.0282 -1.7695  0.3110
H: -2.8786 -0.8631 0.0888  0.3144
H: -1.9845 0.5294 -0.7585  0.2055
H: 0.7981 1.9738 1.0143  0.3082

Atomic forces in eV per Å
O 0.1 -0.4 0.0
O -0.3 0.3 -0.3
C 0.0 0.0 -0.1
C -0.1 0.1 0.0
C -0.4 0.0 -0.2
C 0.6 -0.2 0.4
C -0.2 0.3 0.1
H 0.0 0.0 -0.2
H -0.1 -0.1 0.0
H 0.1 0.2 0.0
H 0.0 0.1 0.1
H 0.1 -0.1 0.0
H 0.1 0.1 0.0
H 0.1 -0.2 0.2
H 0.0 -0.1 0.0

DFT (ωB97M-V with the def2-TZVPD basis set) results for C22H42IrNOP3S as an isolated structure in a non-equilibrium geometry.

Values from the calculation:
* highest occupied orbital energy (spin up / spin down): -15.05 / -17.06 eV
* energy above the lowest of the compared OMol25 structures with the same formula, charge and spin: 135.82 kJ/mol
* DFT total energy: -68545.34559 eV
* multiplicity: 5
* charge: +3

Last column: Mulliken charge in e.
Cartesian coordinates (Å):
Ir: 0.0394 -0.2406 -0.0107  0.4285
S: 0.3067 2.0267 1.5080  -0.1152
P: -0.5261 -1.4497 -1.8718  0.8135
P: -1.1728 -1.6271 1.2662  0.7258
P: 2.0853 -0.7242 0.7552  0.8990
O: 1.2863 1.6671 -1.2552  -0.0725
N: -2.0096 2.5472 2.6999  -0.0574
C: -1.2271 1.8190 5.2290  -0.3062
C: 3.0612 2.4715 -2.6842  -0.5732
C: -2.8683 -2.1781 0.7996  -1.3463
C: -1.5223 -1.1451 3.0037  -1.3217
C: 1.2743 2.6354 -4.8153  -0.3814
C: 1.7001 2.1582 -2.4654  0.8355
C: -0.2970 1.8206 4.1843  -0.7237
C: -1.8053 1.8600 -0.9685  -0.2731
C: 2.6485 -2.2202 -0.1133  -1.2340
C: -2.9328 2.5655 3.7102  -0.3575
C: -0.5008 -3.2796 -1.7555  -1.4400
C: -2.1659 -1.1430 -2.6283  -1.4470
C: -2.5100 1.0272 -0.1926  -0.5024
C: 0.8058 2.3245 -3.5372  -0.2371
C: 0.6279 -1.1826 -3.2567  -0.9935
C: -0.3827 -3.2633 1.5975  -1.4527
C: 3.5135 2.7874 -3.9645  -0.5729
C: 2.6360 2.8440 -5.0556  -0.6142
C: -0.7199 2.1039 2.8805  0.5850
C: 2.1079 -0.9398 2.5589  -0.9546
C: -2.5605 2.1784 4.9759  -0.5288
C: 3.3301 0.5466 0.4285  -1.0112
H: 0.5440 2.6563 -5.6186  0.4694
H: 0.6617 -3.1634 1.8998  0.3112
H: -0.4210 -3.9214 0.7260  0.3750
H: -1.3519 -3.6674 -1.1867  0.4614
H: -1.9007 -2.0079 3.5722  0.6718
H: 3.6158 0.4979 -0.6313  0.2056
H: -0.2452 2.1622 -3.3143  0.2881
H: -3.3188 2.1234 5.7638  0.4351
H: -2.5669 1.0835 0.9244  -0.2073
H: 1.8708 0.0141 3.0495  0.0074
H: -3.0922 0.1735 -0.5946  0.3568
H: 2.9434 1.5503 0.6535  0.3260
H: 0.7398 -0.1174 -3.4961  0.1461
H: 2.5735 -2.0703 -1.2011  0.2432
H: 1.6111 -1.5986 -3.0132  0.3081
H: 4.5749 2.9404 -4.1370  0.4408
H: 2.0643 -3.0998 0.1881  0.2749
H: -3.9491 2.8410 3.4269  0.4359
H: 0.7469 1.5718 4.3280  0.4626
H: -1.6825 1.6994 -2.0481  0.3340
H: -3.2979 -2.7992 1.6018  0.5272
H: -0.9253 1.5103 6.2243  0.4821
H: -2.1964 -1.6565 -3.6014  0.5346
H: -3.5306 -1.3203 0.6725  0.3353
H: -1.2167 2.7229 -0.5765  0.3100
H: -2.3383 -0.0742 -2.7869  0.3613
H: -2.2830 2.8299 1.7586  0.3582
H: -2.9701 -1.5420 -1.9989  0.3456
H: 3.7648 2.4113 -1.8559  0.5418
H: 3.7012 -2.3612 0.1604  0.5534
H: 3.0019 3.0736 -6.0545  0.4772
H: 0.5178 0.8519 -1.2788  -0.4598
H: -0.6191 -0.7792 3.5022  0.2975
H: 0.2260 -1.6927 -4.1424  0.5873
H: -2.2812 -0.3556 3.0477  0.2981
H: 1.4178 -1.7121 2.9151  0.3265
H: -2.8952 -2.7783 -0.1166  0.3373
H: -0.9188 -3.7648 2.4143  0.5563
H: 4.1879 0.3128 1.0718  0.6735
H: 3.1373 -1.2277 2.8104  0.5420
H: 0.4374 -3.6235 -1.3063  0.3230
H: -0.5593 -3.6827 -2.7752  0.5749

Atomic forces in eV per Å
Ir -1.7 -0.1 1.4
S 0.1 -0.5 -0.6
P -0.9 -0.2 -1.8
P -1.5 -2.2 2.3
P 0.9 0.4 0.8
O 1.7 1.4 -3.0
N 0.1 -0.4 0.9
C 0.3 0.2 -0.7
C 1.4 0.5 -0.6
C -0.1 -0.1 -0.1
C 0.1 0.3 0.2
C -1.8 -0.6 1.1
C -0.8 -0.7 1.9
C -0.7 0.0 0.2
C 0.7 0.5 0.1
C 0.3 -0.1 0.3
C 0.4 -0.1 -0.5
C 0.1 0.1 0.1
C 0.0 -0.2 -0.3
C -0.4 -0.8 0.5
C -0.3 0.1 -1.6
C -0.1 0.0 -0.2
C 0.0 -0.1 -0.1
C 0.4 -0.4 1.4
C 0.1 0.2 0.0
C -0.6 0.6 0.2
C 0.7 -0.3 0.0
C -0.3 -0.2 0.2
C 0.4 -0.1 0.1
H 0.2 0.2 0.0
H -0.2 0.0 -0.1
H 0.0 0.1 0.2
H 0.2 0.1 -0.1
H 0.1 0.2 -0.3
H 0.0 0.0 0.4
H 0.1 0.1 -0.4
H 0.4 0.2 -0.3
H 0.0 0.2 -1.3
H 0.1 -0.2 -0.3
H 0.5 0.9 0.1
H 0.1 -0.4 0.1
H -0.1 -0.4 0.1
H 0.1 0.0 0.5
H -0.2 0.1 -0.1
H -0.1 0.1 0.2
H 0.3 0.3 -0.1
H 0.3 0.1 0.2
H -0.1 0.0 0.1
H -0.6 0.1 0.5
H 0.3 0.2 -0.2
H 0.0 0.1 -0.1
H -0.1 0.1 0.3
H 0.0 -0.1 0.0
H -0.7 -0.8 -0.3
H 0.0 -0.3 0.0
H 0.1 0.1 0.4
H 0.2 0.1 -0.2
H -0.2 0.1 -0.2
H -0.1 -0.2 -0.1
H -0.1 -0.1 0.2
H 0.7 1.5 -1.2
H -0.2 -0.1 -0.1
H 0.2 0.0 0.1
H 0.1 -0.1 -0.1
H 0.3 0.3 -0.1
H 0.1 0.2 0.2
H 0.0 0.2 -0.2
H 0.0 0.2 -0.3
H -0.2 0.0 0.3
H -0.2 0.0 -0.1
H 0.0 0.2 0.2

DFT (ωB97M-V with the def2-TZVPD basis set) results for C2HFO2Tm as an isolated structure in a non-equilibrium geometry.

Values from the calculation:
* highest occupied orbital energy (spin up / spin down): -13.31 / -13.63 eV
* energy above the lowest of the compared OMol25 structures with the same formula, charge and spin: 80.12 kJ/mol
* DFT total energy: -38420.87195 eV
* multiplicity: 3
* charge: +1

Last column: Mulliken charge in e.
Cartesian coordinates (Å):
Tm: 2.6524 0.6427 0.1828  1.7762
F: -1.4367 -0.9386 0.2927  -0.4843
O: 0.9258 -0.8810 -0.1815  -0.5036
O: -1.7888 1.4924 -0.0515  -0.3861
C: -0.9386 0.6215 -0.2002  0.9218
C: 0.3993 0.4969 -0.3438  -0.7537
H: 0.1867 -1.4339 0.3014  0.4296

Atomic forces in eV per Å
Tm -0.4 -0.3 -0.2
F 0.6 2.0 -0.7
O -1.1 1.4 1.0
O 3.4 -3.5 -1.1
C -6.2 1.2 2.6
C 3.0 -1.9 -0.3
H 0.6 1.1 -1.3